(1)
Below is a structure of composition C27H26IrN4O3STe, with properties calculated with the ωB97M-V functional and the def2-TZVPD basis.

Geometry as XYZ:
```
63
Properties=species:S:1:pos:R:3:mulliken_spin:R:1
H -1.924 -1.209 7.394 0.000
C 3.963 4.669 -1.593 -0.007
H 0.151 -4.766 0.918 -0.003
H 3.138 2.816 -0.988 0.050
N 5.700 7.593 -2.483 0.121
H -2.597 -1.709 -3.437 -0.008
C -1.537 -1.583 -1.584 0.040
H 4.953 4.404 -1.245 0.007
S 0.508 -1.308 2.404 -0.003
C -0.093 -1.500 -1.515 0.213
C -3.334 -3.212 -0.688 -0.004
H -1.846 -0.143 -3.151 0.004
Te -3.213 0.813 0.682 1.269
C 1.764 -3.165 -0.691 -0.016
H -0.847 3.978 -3.164 0.021
C 0.347 -2.749 -0.888 0.191
H 1.979 -3.377 0.357 0.010
C -1.389 -1.477 4.086 0.007
H -1.609 -4.812 0.936 0.000
C -0.047 -0.874 6.417 0.001
C 2.937 3.778 -1.441 0.082
C -1.353 2.155 -1.997 -0.068
Ir -0.989 -0.195 0.063 0.933
C -0.736 -4.749 0.283 0.014
H 1.711 -0.607 5.187 0.000
C -1.402 -1.201 6.446 0.000
H -2.344 1.849 -2.278 -0.013
C -0.769 -3.497 -0.537 -0.029
H 0.461 -0.635 7.343 0.000
C -0.048 -1.144 4.072 0.004
H 2.463 -2.398 -1.020 -0.004
H -0.721 -5.651 -0.336 -0.004
C 4.825 6.842 -2.359 -0.024
H 0.281 -1.035 -3.587 0.002
H 2.270 7.209 -3.127 0.011
H -3.429 -4.295 -0.592 0.008
H 1.313 1.848 -0.242 0.019
H -3.141 -1.761 5.284 0.001
C 3.762 5.933 -2.210 0.237
N -0.953 -1.584 1.759 -0.006
C 0.541 2.119 -0.939 0.197
H -3.692 -2.764 0.245 0.026
C -2.374 -0.962 -2.668 0.032
O 1.402 -2.435 2.362 0.005
H 0.437 5.644 -2.859 0.039
C -1.926 -2.811 -0.943 0.238
C 1.425 5.359 -2.525 0.062
O 0.994 -0.075 1.815 0.029
C -1.929 -1.719 2.703 0.012
C -2.089 -1.510 5.281 -0.004
C 2.454 6.246 -2.668 0.009
C 0.746 -0.869 -2.610 -0.017
N -0.623 1.467 -1.081 0.025
C 0.658 -0.851 5.221 0.000
H 1.731 -1.331 -2.653 -0.002
H 0.899 0.203 -2.507 0.015
N 0.582 3.201 -1.757 -0.054
H 1.971 -4.078 -1.259 0.020
C 1.637 4.098 -1.914 0.169
H -3.995 -2.882 -1.491 -0.002
C -0.627 3.228 -2.431 0.135
O -3.103 -1.952 2.481 0.017
H -3.321 -0.579 -2.284 -0.006
```

Output
multiplicity	5
energy above the lowest of the compared OMol25 structures with the same formula, charge and spin	1.0	kcal per mole
total charge	-1
HOMO level (alpha / beta)	-1.756 / -5.114	eV
calculated total energy	-2259.7511	Ha
<S²>	6.0694
largest force on an atom	0.6	eV/A
HOMO-LUMO gap (alpha / beta)	4.0 / 6.3	eV

---

(2)
Below is a structure of composition C30H39CsN9OSSe3 in a non-equilibrium geometry, with properties calculated with the ωB97M-V functional and the def2-TZVPD basis.

Geometry as XYZ:
```
84
Properties=species:S:1:pos:R:3:mulliken_charge:R:1
H 5.138 0.137 -5.207 0.315
H -0.362 3.963 -2.957 0.340
H 1.320 4.735 -1.390 0.390
S -1.498 2.014 2.281 -0.460
H 1.139 -1.092 -2.969 -0.302
H 1.021 2.860 -2.942 0.430
Se 2.104 -2.454 -0.746 0.359
H 2.485 1.949 -1.603 0.047
C 1.809 -4.239 2.682 -0.150
Se 3.131 0.167 -3.711 0.327
C 1.532 -0.724 4.078 -0.694
H 2.150 4.537 1.076 0.326
H 1.780 -1.782 -4.466 0.514
H 2.508 -3.518 -3.051 0.416
H 0.557 3.865 1.541 0.341
C 3.657 -3.410 -0.086 -1.092
H 2.953 -2.147 5.680 0.292
N -1.912 -2.235 -1.947 -0.059
C -5.501 0.144 0.520 -0.905
C 2.047 -1.445 -3.464 -0.312
H -1.337 1.720 -4.079 0.324
N 0.529 -0.105 3.577 0.224
C 2.739 -2.528 -2.647 -0.917
N -3.404 -0.676 -0.285 0.113
H 0.158 0.890 -3.590 0.045
C 4.369 -0.606 -5.008 -1.028
C 0.168 3.204 -2.351 -1.126
C -5.436 -1.277 -1.400 0.571
H 3.549 -3.501 0.989 0.329
H -2.512 3.127 -2.245 0.252
H 2.068 -0.244 4.906 0.251
N -1.010 2.866 4.721 -0.488
C -5.282 -2.848 -3.346 0.870
Cs 0.008 -0.293 0.799 1.070
C -6.168 -0.512 -0.486 -0.579
H 1.449 -4.816 1.837 0.364
C -1.709 -3.874 -3.677 -0.949
C -1.975 2.451 -1.553 -0.662
C 2.461 -4.851 3.730 -0.332
C -3.233 -2.186 -2.150 -0.389
H 2.626 -5.923 3.717 0.364
H 4.825 -1.501 -4.591 0.290
C -0.677 1.891 3.790 0.170
C -3.851 -2.950 -3.159 0.737
H 4.555 -2.846 -0.326 0.334
H -2.580 1.558 -1.395 -0.049
H -3.540 0.559 1.344 0.278
C -1.183 -3.060 -2.671 -0.174
H -1.066 -4.543 -4.233 0.453
H -6.027 0.736 1.256 0.457
O 1.148 -2.271 1.558 -0.875
N -7.360 -1.989 -2.707 -0.874
C 2.927 -4.093 4.803 -0.786
N -0.679 2.061 -2.075 0.980
C -6.071 -2.015 -2.472 0.910
C -4.107 0.035 0.577 -0.121
C -4.039 -1.341 -1.255 -0.459
H -0.180 4.314 -0.544 0.475
C -0.825 1.211 -3.240 -0.663
H 2.012 2.914 1.806 0.308
N -5.939 -3.489 -4.282 -0.871
Se -7.653 -3.057 -4.099 0.195
H 3.838 -0.847 -5.927 0.292
C -3.058 -3.802 -3.932 -0.597
H 3.150 1.947 0.027 0.414
H 3.823 -2.411 -2.655 0.455
H -1.383 3.706 4.316 0.212
C 2.636 2.560 -0.714 -1.072
N 1.364 3.000 -0.179 0.780
H -3.530 -4.395 -4.704 0.499
H -1.403 0.325 -2.970 0.015
H -1.864 2.944 -0.587 0.143
H -0.346 2.985 5.471 0.235
N 0.245 1.075 4.205 -0.898
H 3.693 -4.399 -0.538 0.278
H -7.243 -0.466 -0.601 0.513
H -0.124 -3.092 -2.433 0.324
C 1.592 -2.832 2.628 -0.066
C 1.941 -2.093 3.802 0.559
H 3.462 -4.559 5.621 0.347
H 3.294 3.409 -0.981 0.255
C 0.671 3.892 -1.083 -1.138
C 1.534 3.619 1.125 -1.171
C 2.648 -2.739 4.822 -0.527
```

Output
multiplicity	1
energy above the lowest of the compared OMol25 structures with the same formula, charge and spin	39.7	kcal per mole
total charge	-1
HOMO level	-3.623	eV
calculated total energy	-9357.2596	Ha
largest force on an atom	2.9	eV/A
HOMO-LUMO gap	4.6	eV